Here is a structure of composition C68H71BrIrN4O2PSi from OMol25. Energies are from ωB97M-V/def2-TZVPD.

Last column: Mulliken charge in e.
Element x y z (Å)
Ir 1.53781 0.03130 0.74108  2.443
O 1.47266 1.93182 2.72961  -0.404
C 1.15825 1.88087 1.56598  1.300
C 0.77406 3.26895 0.96639  -0.326
C 1.14153 4.32047 1.82458  -0.678
C 1.01912 5.64830 1.46812  -1.027
C 0.51367 5.97052 0.21790  -1.188
C 0.12224 4.95099 -0.62743  -0.585
C 0.24289 3.59556 -0.28781  0.169
P -0.32275 2.31293 -1.48529  1.345
C 0.81313 2.52654 -2.92657  -0.450
C 1.04825 1.36909 -3.66121  0.250
C 1.75918 1.40930 -4.85654  -0.727
C 2.25620 2.61438 -5.32485  -1.092
C 2.05313 3.77512 -4.58423  -0.581
C 1.33821 3.73183 -3.39835  -0.702
C -1.79646 3.19706 -2.18859  1.325
C -2.64930 3.96157 -1.38618  -0.435
C -3.72492 4.64272 -1.93283  -0.883
C -3.99395 4.54864 -3.29230  -0.823
C -3.17338 3.77205 -4.09376  -0.702
C -2.08317 3.10458 -3.54869  -0.522
H 1.53748 4.06397 2.79425  0.666
H 1.32203 6.42262 2.16108  0.441
H 0.41700 7.00229 -0.09584  0.498
H -0.32017 5.21836 -1.57590  0.646
H 0.65071 0.42923 -3.30130  0.387
H 1.91252 0.49857 -5.42285  0.615
H 2.79084 2.65611 -6.26544  0.461
H 2.44457 4.72023 -4.94054  0.439
H 1.20064 4.64757 -2.84043  0.394
H -2.46230 4.05441 -0.32373  0.348
H -4.35014 5.25352 -1.29352  0.471
H -4.83641 5.07591 -3.72056  0.401
H -3.37191 3.68997 -5.15484  0.465
H -1.44097 2.52738 -4.20318  0.343
Br 4.66492 -7.20393 1.85419  -0.156
C 4.09708 -5.52664 1.21186  -0.009
C 4.11436 -4.42609 2.05341  -1.025
C 3.66239 -3.20238 1.58813  0.284
C 3.19661 -3.07333 0.28608  -0.687
C 3.19561 -4.18385 -0.55241  -0.839
C 3.64527 -5.41049 -0.09350  -1.275
N 2.78715 -1.76914 -0.15722  1.111
C 3.06456 -1.46412 -1.35970  -0.334
C 2.91498 -0.09552 -1.84829  0.569
C 3.47890 0.24469 -3.05982  -0.950
C 3.65054 1.58508 -3.38290  -1.443
C 3.26376 2.52104 -2.45293  -1.453
C 2.64190 2.10392 -1.28316  -1.161
N 2.41354 0.82711 -0.99010  1.012
H 4.48148 -4.51950 3.06609  0.537
H 3.68524 -2.33797 2.23687  0.621
H 2.81917 -4.11537 -1.56579  0.426
H 3.62981 -6.27385 -0.74374  0.435
H 3.56946 -2.16540 -2.02153  0.577
H 3.82225 -0.54341 -3.71694  0.696
H 4.10079 1.88173 -4.32020  0.558
H 3.42021 3.57799 -2.61410  0.965
H 2.32180 2.83500 -0.56160  0.993
C -0.94879 1.30906 4.03067  -1.209
C -1.66579 0.03792 4.44495  0.539
C -1.22350 -0.37382 5.85711  -1.692
C -1.65850 -1.17520 3.50475  0.598
C -2.78371 -1.98824 3.70398  -0.442
C -2.94049 -3.21304 3.09657  -0.982
C -1.93862 -3.66554 2.25636  -0.379
C -0.83139 -2.88623 1.97478  0.666
C 0.29316 -3.47738 1.12721  2.083
C 0.45080 -4.98751 1.32796  -2.182
C 0.12377 -3.19015 -0.36755  -0.109
C -0.70232 -1.62397 2.58057  -1.525
N 0.56258 -0.95016 2.35300  0.551
C 1.35095 -0.98645 3.37265  -0.351
C 2.64993 -0.49953 3.30689  0.040
C 3.59085 -0.53756 4.32579  -1.771
C 4.75001 -0.04870 3.77815  -1.014
C 4.50274 0.28186 2.42613  -0.198
N 3.19451 0.00355 2.12762  0.609
C 5.68141 0.76106 1.58988  2.709
C 6.51921 -0.47487 1.22016  -1.873
C 6.52524 1.73186 2.42771  -1.839
C 5.28247 1.47373 0.32635  -1.569
H -1.27376 2.12275 4.68303  0.611
H -1.18019 1.59249 3.00289  -0.224
H 0.12967 1.22987 4.12606  0.301
H -2.72485 0.29783 4.52488  0.760
H -0.14543 -0.54311 5.90522  0.288
H -1.72346 -1.28544 6.18473  0.354
H -1.45943 0.42054 6.56766  0.479
H -3.54346 -1.64299 4.39605  0.513
H -3.81176 -3.82261 3.30041  0.447
H -2.01153 -4.65958 1.84038  0.413
H 1.21575 -3.00981 1.47016  -1.330
H -0.32734 -5.54782 0.80557  0.494
H 0.41891 -5.26110 2.38352  0.414
H 1.40996 -5.31378 0.92057  0.206
H -0.82402 -3.59335 -0.72956  0.507
H 0.10731 -2.12163 -0.57736  -0.887
H 0.92489 -3.66913 -0.93881  0.373
H 1.02882 -1.46986 4.29021  0.863
H 3.42059 -0.88685 5.33255  0.625
H 5.69828 0.06378 4.27576  0.488
H 6.90578 -0.96913 2.11194  0.395
H 7.36568 -0.18219 0.59378  0.484
H 5.91454 -1.19811 0.66634  0.183
H 6.98254 1.24368 3.28653  0.371
H 5.91587 2.56108 2.79108  0.382
H 7.32897 2.13914 1.81150  0.466
H 4.81831 0.77827 -0.35540  0.032
H 6.16412 1.89243 -0.16297  0.509
H 4.59337 2.28694 0.55296  0.267
C -5.28287 -0.42081 1.50097  -1.738
C -4.49422 0.52404 0.64659  1.714
C -3.39385 1.21876 1.40196  -0.851
C -5.28691 1.38487 -0.29466  -1.389
Si -3.22206 -0.86518 -0.79998  -1.815
O -1.87103 -0.78205 -0.04024  1.004
C -3.17359 -0.42791 -2.62646  1.206
C -4.17696 0.14426 -3.41179  -0.221
C -4.06438 0.19195 -4.79434  -0.878
C -2.94527 -0.33621 -5.42365  -0.758
C -1.94102 -0.91637 -4.66321  -0.499
C -2.05726 -0.96237 -3.28054  0.042
C -4.45879 -2.28813 -0.82627  1.558
C -5.75798 -2.10208 -1.31130  -0.471
C -6.63243 -3.16630 -1.45369  -0.889
C -6.22168 -4.45371 -1.12792  -0.731
C -4.93060 -4.66365 -0.67420  -0.816
C -4.06159 -3.58826 -0.52829  -0.013
H -5.68689 0.15999 2.34191  0.575
H -4.65442 -1.20444 1.92184  0.098
H -6.11460 -0.88017 0.97252  0.453
H -3.86175 1.93635 2.09080  1.043
H -2.71914 1.75957 0.74857  -0.440
H -2.80540 0.50450 1.97449  -0.388
H -5.69628 2.22407 0.28486  0.459
H -6.12890 0.85303 -0.73647  0.355
H -4.67614 1.82414 -1.08457  0.000
H -5.06515 0.56015 -2.95250  0.213
H -4.85840 0.63254 -5.38444  0.466
H -2.86673 -0.31194 -6.50320  0.390
H -1.07157 -1.34408 -5.14906  0.484
H -1.27693 -1.43868 -2.69379  -0.095
H -6.10110 -1.11512 -1.59681  0.178
H -7.63422 -2.99385 -1.82625  0.450
H -6.90387 -5.28656 -1.23976  0.411
H -4.59402 -5.66575 -0.43741  0.451
H -3.05670 -3.76792 -0.18407  0.260

⟨S²⟩: 0.7566
Maximum force in eV Å⁻¹: 1.8
HOMO level (alpha / beta) in eV: -9.7 / -9.7
Total charge: +1
Kohn-Sham gap (alpha / beta) in eV: 6.27 / 5.81
Total energy in eV: -171764.179
Multiplicity: 2